ORCA calculation (the ωB97M-V functional and the def2-TZVPD basis) on an isolated molecule of C23H28N2O5 in a non-equilibrium geometry.

Cartesian coordinates (Å):
C  -1.60735  -5.00334  -0.96715
H  -0.56257  -4.77782  -0.74446
O  -2.48048  -4.41563  -0.02908
C  -2.56246  -3.06695  0.12483
C  -3.50426  -2.66563  1.07260
C  -3.72155  -1.33810  1.36909
C  -2.97343  -0.36383  0.72036
C  -2.04943  -0.74453  -0.24864
C  -1.82425  -2.07756  -0.55624
O  -0.90850  -2.46722  -1.50055
C  -0.12767  -1.47596  -2.12825
H  0.52617  -2.01823  -2.81038
H  0.47807  -0.92267  -1.40344
H  -0.74123  -0.77223  -2.69751
H  -1.51736  0.01784  -0.79016
C  -3.20392  1.06099  1.03183
O  -4.29425  1.56026  1.23460
N  -2.09010  1.86830  1.05636
N  -0.84745  1.38822  0.96588
C  0.18772  2.10281  0.74432
C  1.44653  1.36428  0.63266
C  1.47694  0.00640  0.95947
C  2.63086  -0.73830  0.82674
C  3.81265  -0.16595  0.36538
C  3.78012  1.18924  0.04707
C  2.63019  1.94221  0.17553
H  2.67119  2.98604  -0.09604
H  4.67170  1.67980  -0.31414
C  5.10567  -0.94635  0.20049
C  5.54054  -0.88656  -1.27093
H  5.72342  0.13568  -1.59007
H  6.45633  -1.45619  -1.41342
H  4.76747  -1.30996  -1.90889
C  4.96060  -2.41805  0.59628
H  4.67708  -2.51616  1.64153
H  5.91315  -2.92558  0.45811
H  4.22070  -2.91916  -0.02342
C  6.18731  -0.31540  1.08890
H  7.11699  -0.87314  0.99919
H  6.38142  0.71578  0.80729
H  5.87418  -0.33140  2.13076
H  2.59416  -1.78236  1.09135
H  0.57040  -0.45368  1.32024
C  0.15790  3.59606  0.50525
H  1.08905  4.05466  0.83599
H  -0.65380  4.05604  1.07489
C  -0.05170  3.88544  -0.99589
C  -1.29891  3.18723  -1.48292
O  -1.32266  2.12655  -2.04764
O  -2.40359  3.87763  -1.18352
H  -3.20485  3.39938  -1.45239
H  0.79563  3.50589  -1.56721
H  -0.16054  4.95920  -1.15017
H  -2.28202  2.86665  1.16523
H  -4.45494  -1.04736  2.10421
H  -4.06126  -3.44379  1.57000
H  -1.83491  -4.68526  -1.98626
H  -1.77538  -6.07656  -0.87490

Cartesian forces, eV/Å:
C 0.27 -0.33 -0.30
H -0.09 -0.03 -0.03
O -0.14 0.33 0.19
C -0.13 0.07 0.11
C 0.17 -0.10 -0.17
C 0.13 0.26 -0.08
C -0.11 -0.43 -0.07
C -0.08 -0.18 -0.07
C 0.02 -0.04 -0.07
O -0.33 -0.24 0.27
C 0.14 0.18 -0.12
H -0.01 0.09 0.03
H -0.04 0.00 -0.05
H 0.01 0.00 0.03
H 0.08 -0.01 -0.06
C -0.06 0.01 0.00
O -0.04 -0.04 0.04
N -0.07 1.18 0.10
N 0.62 -0.40 0.15
C -0.72 0.49 0.22
C 0.55 -0.48 0.00
C -0.04 0.21 0.00
C 0.08 0.02 -0.03
C -0.06 0.04 -0.01
C 0.09 -0.08 -0.01
C -0.24 -0.01 0.08
H -0.02 0.13 -0.02
H 0.11 0.03 -0.04
C 0.19 -0.10 -0.02
C -0.04 -0.02 0.18
H 0.02 0.11 -0.07
H 0.12 -0.06 -0.03
H -0.06 -0.04 -0.10
C -0.01 0.26 -0.05
H -0.06 -0.07 0.11
H 0.08 -0.04 -0.01
H -0.10 -0.11 -0.03
C -0.12 -0.09 -0.10
H 0.13 -0.06 -0.01
H 0.04 0.13 -0.01
H 0.00 0.01 0.12
H 0.03 -0.13 0.03
H -0.07 -0.08 0.04
C -0.20 -0.18 -0.07
H -0.08 0.01 0.03
H 0.11 0.03 0.02
C -0.08 0.03 0.08
C 0.20 -0.19 -0.34
O 0.03 -0.09 -0.09
O -0.38 0.57 0.22
H 0.25 -0.18 -0.03
H -0.11 0.02 -0.03
H 0.06 -0.02 -0.03
H 0.02 -0.34 -0.07
H -0.09 0.03 0.07
H -0.05 -0.10 0.05
H 0.03 -0.04 0.08
H 0.02 0.07 -0.02

Results
relative energy (zero: lowest compared OMol25 entry of this formula, charge and spin): 2.725 eV
HOMO energy: -0.293 Ha
LUMO: 0.4 eV
SMILES string: COc1ccc(C(=O)N/N=C(\CCC(=O)O)c2ccc(C(C)(C)C)cc2)cc1OC
spin multiplicity: 1
Kohn-Sham gap: 8.3855 eV
total charge: 0

Want to see where the charge sits? The Mulliken charges in e are:
1 C -0.692
2 H 0.248
3 O -0.487
4 C 0.405
5 C -0.651
6 C -0.887
7 C 0.342
8 C 0.144
9 C 0.908
10 O -0.503
11 C -0.667
12 H 0.283
13 H 0.167
14 H 0.353
15 H 0.301
16 C -0.174
17 O -0.663
18 N -0.169
19 N -0.269
20 C 0.710
21 C 1.370
22 C -0.939
23 C -0.451
24 C 0.875
25 C -0.882
26 C -1.669
27 H 0.224
28 H 0.364
29 C 2.030
30 C -1.625
31 H 0.324
32 H 0.461
33 H 0.361
34 C -2.115
35 H 0.431
36 H 0.434
37 H 0.425
38 C -1.679
39 H 0.468
40 H 0.329
41 H 0.382
42 H 0.441
43 H 0.436
44 C -1.575
45 H 0.457
46 H 0.504
47 C -0.410
48 C 0.389
49 O -0.544
50 O -0.485
51 H 0.416
52 H 0.388
53 H 0.415
54 H 0.321
55 H 0.457
56 H 0.423
57 H 0.248
58 H 0.305